# 1
{"formula": "C5H6GdLiO4", "method": "wB97M-V/def2-TZVPD", "charge": 3, "spin_multiplicity": 9, "largest_force_ha_per_bohr": 0.060, "gap_ha": [0.1520, 0.1478], "elements": ["O", "C", "O", "O", "C", "C", "Li", "H", "H", "H", "Gd", "C", "C", "O", "H", "H", "H"], "xyz": [[3.5521, 0.7595, 0.3486], [2.4428, 0.6965, 0.8189], [1.9548, 0.5917, 1.9326], [1.4054, 0.7238, -0.2928], [0.1892, 0.6004, -0.0090], [-0.8354, 0.3476, -1.0108], [5.3536, 0.7903, 0.7952], [-0.0963, 0.6291, 1.0540], [-0.4259, 0.4307, -2.0234], [-1.5160, 1.2152, -0.8807], [2.5332, -0.0424, 4.4091], [-1.5931, -1.0073, -0.7836], [-3.0796, -0.9343, -1.0030], [-3.8801, -1.2739, -0.1637], [-1.4021, -1.4766, 0.1886], [-3.4074, -0.3161, -1.8689], [-1.1952, -1.7342, -1.5110]]}

=====

# 2
{"formula": "C5H6I2N3", "method": "wB97M-V/def2-TZVPD", "charge": 1, "smiles": "Nc1c(I)[nH]c(I)cc1=[NH2+]", "largest_force_ha_per_bohr": 0.105, "gap_ha": 0.2950, "elements": ["C", "C", "C", "C", "C", "N", "N", "N", "I", "I", "H", "H", "H", "H", "H", "H"], "xyz": [[-1.5272, 0.9871, 0.0367], [-0.2037, 0.5845, -0.0420], [-0.0252, -0.8813, 0.1118], [-2.6336, 0.0998, 0.1047], [-1.0850, -1.7736, 0.0204], [-2.4629, -1.2613, 0.1622], [0.7532, 1.5006, -0.2396], [1.1481, -1.4341, 0.3228], [-4.6505, 0.7328, 0.0145], [-0.9900, -3.9245, -0.0437], [-1.7493, 2.1024, 0.0474], [-3.1404, -2.0181, 0.0789], [0.6221, 2.4589, -0.4876], [1.7215, 1.3462, -0.1538], [2.0094, -0.8516, 0.6129], [1.2472, -2.4276, 0.3756]]}

=====

# 3
{"formula": "C5H6IN2O3S", "method": "wB97M-V/def2-TZVPD", "charge": -1, "largest_force_ha_per_bohr": 0.092, "gap_ha": 0.2513, "elements": ["C", "C", "C", "C", "C", "N", "N", "O", "O", "O", "S", "I", "H", "H", "H", "H", "H", "H"], "xyz": [[-0.7553, -0.5844, 0.7864], [-0.8226, 0.2886, -0.2580], [1.4821, -0.7166, 0.4582], [-2.1382, 0.6586, -0.8942], [2.5723, 0.3172, -1.4256], [0.2836, 0.4462, -1.0675], [1.3823, -0.0916, -0.6607], [-1.2300, 0.7620, 2.8847], [-2.8712, -0.7432, 1.8981], [-0.9852, -1.6593, 3.2183], [-1.4996, -0.5809, 2.3798], [3.2330, -1.6199, 1.0314], [-2.2204, 1.7492, -1.0263], [-2.2018, 0.1162, -1.7330], [-2.9349, 0.4763, -0.3149], [3.2921, 0.8684, -0.9615], [3.0857, -0.5149, -2.0263], [2.3281, 0.8281, -2.2888]]}

=====

# 4
{"formula": "C5H6INO2", "method": "wB97M-V/def2-TZVPD", "largest_force_ha_per_bohr": 0.067, "gap_ha": [0.2455, 0.2455], "elements": ["C", "C", "C", "C", "C", "N", "O", "O", "I", "H", "H", "H", "H", "H", "H"], "xyz": [[-0.9955, -1.2977, -0.8217], [0.3304, 1.0199, 0.3721], [-1.2049, 1.0200, 0.0760], [-1.7824, -0.3740, -0.0759], [2.3245, -0.2769, -0.1215], [0.9649, 0.1086, -0.3276], [-0.7472, -2.2406, -1.4385], [0.7902, 1.8575, 1.1341], [-1.8188, -1.4563, 1.8380], [-1.7055, 1.5595, 0.8804], [-1.3683, 1.5713, -0.8548], [-2.8266, -0.3569, -0.4181], [2.5983, -0.2270, 0.9370], [2.9812, 0.3878, -0.6909], [2.4598, -1.2952, -0.4886]]}